Record 1
Below is a structure of composition C4H5GdLiO in a non-equilibrium geometry, with properties calculated with the ωB97M-V functional and the def2-TZVPD basis.

charge = +2
energy = -27290.79755 eV
E_LUMO (spin up / spin down) = -9.453 / -9.273 eV
gap between HOMO and LUMO (spin up / spin down) = 0.274 / 0.201 Ha
E_HOMO (spin up / spin down) = -16.91 / -14.73 eV
2S+1 = 9
⟨S²⟩ = 20.471

Positions of all 12 atoms, in Å:
C -1.22224 1.17690 -0.71699
C -0.83376 -0.11541 -0.25637
C -0.82676 -1.29136 0.41097
H -0.65074 1.65689 -1.49673
H -1.98980 1.86535 -0.37160
H -0.50070 -1.96217 1.19780
H -1.82883 -1.69933 0.51464
O 2.16489 0.02008 -0.00628
C 1.50344 -0.91384 -0.40126
Gd 0.96746 2.35838 0.52565
Li 1.77926 0.41760 1.88726
H 1.43779 -1.51309 -1.28709

Atoms 1-2, force components in eV/Å:
C 2.37 -3.45 1.01
C -1.64 1.41 1.32


Record 2
Below is a structure of composition C40H43BeN4O5P3Te, with properties calculated with the ωB97M-V functional and the def2-TZVPD basis.

energy = -93942.71036 eV
E_LUMO = 0.326 eV
gap between HOMO and LUMO = 0.237 Ha
E_HOMO = -6.12 eV
energy above the lowest of the compared OMol25 structures with the same formula, charge and spin = 14.6 kcal per mole

Positions of all 97 atoms, in Å:
Be -1.52532 -1.16524 -0.55470
Te -0.14193 1.18655 3.02268
C 1.17060 2.71671 3.61757
C 1.76314 2.71017 4.87108
C 2.64727 3.72894 5.19781
N 2.97271 4.72261 4.37785
C 2.38886 4.72151 3.18004
C 1.48808 3.75915 2.75664
C 0.55702 0.90349 1.07868
P 1.57873 -0.60139 1.26025
C 2.64062 -0.77855 -0.24945
C 2.96155 0.25175 -1.12834
C 3.88188 0.06027 -2.15040
C 4.50366 -1.17017 -2.30871
C 4.18318 -2.21461 -1.44796
C 3.25225 -2.01916 -0.43687
C 2.95922 0.04257 2.29848
C 3.41640 -0.70068 3.37872
C 4.48075 -0.25190 4.15241
C 5.09815 0.95082 3.84692
C 4.65225 1.70214 2.76700
C 3.59223 1.24818 2.00126
P -0.76753 0.86249 -0.10854
C -0.17000 1.70561 -1.62769
C 0.74948 2.74804 -1.54836
C 1.18956 3.39625 -2.69255
C 0.71314 3.00369 -3.93631
C -0.21209 1.97237 -4.02560
C -0.65355 1.33116 -2.87626
C -2.07703 1.96436 0.48902
C -3.13998 1.38297 1.17569
C -4.16861 2.16005 1.67441
C -4.14584 3.53828 1.48970
C -3.09727 4.12168 0.79770
C -2.06768 3.33627 0.29404
H 1.57821 1.91037 5.57709
H 3.13191 3.72837 6.16899
H 2.65625 5.53911 2.51738
H 1.05646 3.80394 1.76359
H 2.51108 1.22056 -0.98203
H 4.12113 0.88051 -2.81665
H 5.23094 -1.31886 -3.09714
H 4.66719 -3.17777 -1.55721
H 3.01386 -2.83119 0.24314
H 2.92661 -1.63739 3.62313
H 4.82297 -0.83921 4.99548
H 5.92129 1.30828 4.45264
H 5.12064 2.65001 2.53372
H 3.22474 1.84023 1.17231
H 1.14147 3.01252 -0.57092
H 1.90966 4.20130 -2.61516
H 1.05832 3.50426 -4.83223
H -0.59777 1.67307 -4.99257
H -1.40062 0.55010 -2.94570
H -3.16385 0.30639 1.32077
H -4.98535 1.69435 2.21137
H -4.94586 4.15209 1.88302
H -3.07836 5.19282 0.64294
H -1.26294 3.80502 -0.25816
C 1.12135 -2.02230 -3.72268
P -0.16463 -2.68628 -2.69048
C 0.32691 -4.30891 -2.13870
C -1.61654 -2.89498 -3.71962
O -0.41278 -1.76368 -1.52466
H 1.30728 -2.67821 -4.57341
H 2.03255 -1.91596 -3.13379
H 0.82072 -1.03308 -4.07285
H 0.52315 -4.96016 -2.99148
H -0.48024 -4.71340 -1.52853
H 1.22872 -4.21371 -1.53369
H -1.32988 -3.37370 -4.65740
H -2.04846 -1.91713 -3.93665
H -2.35138 -3.51268 -3.20730
N 0.10429 -3.71967 3.49211
C -0.97434 -2.85148 3.04385
C -0.85406 -2.65545 1.55627
O -0.14236 -3.53949 0.91825
O -1.39871 -1.70343 1.01326
H 0.94407 -3.17968 3.67066
H 0.23201 -4.11453 1.62806
H -0.13574 -4.22266 4.33416
H -1.01883 -1.86458 3.50918
H -1.93823 -3.34576 3.19562
C -6.02139 0.14989 -2.62472
N -5.19335 -0.90263 -2.05858
C -5.64974 -2.17696 -1.90218
C -4.87571 -3.14779 -1.39352
C -3.51508 -2.82333 -0.99911
O -2.71909 -3.68318 -0.60898
N -3.11793 -1.51073 -1.09783
C -3.90324 -0.54480 -1.66319
O -3.52226 0.59999 -1.85012
H -6.99151 -0.27508 -2.87231
H -5.55813 0.55935 -3.52088
H -6.14405 0.96163 -1.90919
H -6.66827 -2.35054 -2.22452
H -5.22702 -4.16022 -1.27908

Atoms 1-2, force components in eV/Å:
Be 0.03 0.07 -0.08
Te -0.18 0.03 0.31


Record 3
Below is a structure of composition C3H6N2O, with properties calculated with the ωB97M-V functional and the def2-TZVPD basis.

energy = -8232.13343 eV
E_LUMO = -0.144 eV
gap between HOMO and LUMO = 0.322 Ha
E_HOMO = -8.92 eV
energy above the lowest of the compared OMol25 structures with the same formula, charge and spin = 105.3 kcal per mole

Positions of all 12 atoms, in Å:
O -0.86558 -2.17906 0.45436
C -0.50532 -1.03352 0.28685
N 0.69591 -0.76931 -0.80332
C 0.97133 0.29889 -0.04159
C -0.25118 1.18002 0.03178
N -1.30139 0.16902 0.10068
H 1.38406 -1.51494 -0.75022
H 1.97514 0.64600 0.20806
H 0.26191 -0.48916 1.25253
H -0.23493 1.82934 0.91200
H -0.32671 1.79652 -0.87176
H -1.80326 0.06621 -0.77937

Atoms 1-2, force components in eV/Å:
O 0.14 0.38 -0.02
C -0.22 -0.34 0.09


Record 4
Below is a cluster of 3 separate species, C11H22O7P in total, with properties calculated with the ωB97M-V functional and the def2-TZVPD basis.

charge = +1
energy = -35378.44021 eV
E_LUMO = -2.864 eV
gap between HOMO and LUMO = 0.383 Ha
E_HOMO = -13.29 eV

Positions of all 41 atoms, in Å:
O 6.59197 -2.59841 -1.48587
C 5.63211 -2.71610 -0.46457
C 4.24161 -2.17257 -0.85767
C 3.21734 -3.30718 -1.07674
P 1.51756 -2.76011 -0.86780
H 6.72822 -1.67812 -1.73219
H 5.57393 -3.78909 -0.26812
H 5.96446 -2.23034 0.45863
H 3.87785 -1.46139 -0.11395
H 4.34595 -1.60861 -1.78572
H 3.38793 -4.15426 -0.40893
H 3.27730 -3.67905 -2.10343
H 1.43921 -1.64474 -0.03755
H 0.67251 -3.74075 -0.34851
H 0.95099 -2.36427 -2.07524
C -2.23250 -0.13168 -1.93758
C -1.09243 0.75383 -1.52889
C -0.64017 1.79495 -2.53877
O 0.76495 1.93626 -2.23437
C 1.18765 0.79531 -1.70424
O 2.32117 0.45333 -1.51534
O 0.14592 -0.00579 -1.38201
H -3.15348 0.45113 -1.92497
H -2.07989 -0.53955 -2.93797
H -2.35204 -0.95503 -1.23312
H -1.29120 1.23774 -0.57288
H -1.13340 2.75600 -2.43957
H -0.72279 1.42262 -3.56229
C -3.22451 2.77481 4.55559
C -3.89829 2.67716 3.21627
C -4.16506 1.27810 2.68655
O -4.09224 1.46767 1.26613
C -3.30605 2.54329 1.03079
O -2.91509 2.86343 -0.05150
O -3.03739 3.19350 2.17133
H -3.92789 2.49916 5.34164
H -2.35808 2.11487 4.60613
H -2.89455 3.79656 4.73485
H -4.81623 3.27019 3.18961
H -5.13572 0.86545 2.94328
H -3.36963 0.59166 2.98899

Atoms 1-2, force components in eV/Å:
O -0.03 -0.11 -0.24
C -0.05 0.00 0.05